1.
A structure of composition C20H24N2O4S2 at a distorted geometry, computed with wB97M-V/def2-TZVPD.

Atoms and positions in Å:
1 C -1.6623 -5.1871 2.0802
2 C -2.5188 -4.5938 1.0692
3 O -3.6710 -4.9890 0.9640
4 C -1.8754 -3.3451 0.3767
5 C -2.5655 -2.5827 -0.5301
6 C -2.2780 -1.3406 -1.1339
7 C -1.0136 -0.8756 -1.0697
8 C 0.0333 -1.8654 -0.1338
9 C -0.4487 -2.9270 0.5658
10 H 0.1546 -3.5193 1.0472
11 H 0.9121 -1.5384 0.0718
12 N -0.3599 0.0789 -1.5136
13 C 0.5330 0.9031 -1.2469
14 N 0.7020 0.8258 0.2160
15 C 1.6703 1.8344 0.5644
16 O 1.7442 2.9454 -0.2179
17 C 2.0912 1.8173 1.7882
18 C 2.3584 3.2583 2.4634
19 C 1.0988 3.8663 2.6435
20 C -0.2217 3.1962 2.8254
21 C 0.3367 1.9311 3.6891
22 C 1.0693 1.1427 3.0168
23 H 0.5326 0.2825 2.4157
24 H 1.6510 0.5567 3.6663
25 H -0.5016 1.2323 4.1407
26 H 0.6794 2.2127 4.5709
27 H -0.4315 2.7992 1.6534
28 H -0.9527 3.6240 3.3824
29 H 0.9434 4.7033 1.6275
30 H 1.1366 4.7486 3.3316
31 H 3.1403 3.6117 1.9829
32 H 2.9606 3.0365 3.5125
33 H 3.0047 1.2033 1.8625
34 S 0.9388 2.2845 -2.2243
35 C 0.0853 1.4706 -3.6374
36 C 1.0201 0.7637 -4.3226
37 H 2.2556 1.1124 -4.2372
38 H 0.6827 1.0698 -5.5668
39 S 1.0404 -0.9379 -4.1034
40 O 1.6553 -1.1554 -2.7736
41 O 1.2487 -1.6876 -5.4347
42 C -0.9166 -0.7123 -3.7806
43 H -1.1963 -0.7235 -4.8417
44 C -0.8407 0.4259 -3.1416
45 H -1.8280 0.7393 -2.9121
46 H -1.0977 -1.9432 -3.4705
47 H -0.5493 2.1737 -4.2463
48 H -3.0079 -0.9113 -1.8582
49 H -3.7238 -2.9288 -0.3548
50 H -2.1460 -5.8530 2.7074
51 H -1.1668 -4.5463 2.8951
52 H -0.7057 -5.6866 1.6207

Values from the calculation:
LUMO level (eV): -0.69
Multiplicity: 1
Molar mass (g/mol): 420.6
Orbital gap (eV): 7.6
Relative energy (zero: lowest compared OMol25 entry of this formula, charge and spin) (kcal/mol): 408.0
E_HOMO (eV): -8.29



2.
The ion C20H24N3O with charge +1 at a distorted geometry, computed with wB97M-V/def2-TZVPD.

Atoms and positions in Å:
1 C 5.4212 -1.8517 2.3750
2 O 4.1657 -1.6795 3.0636
3 C 3.0920 -1.2490 2.3514
4 C 3.0989 -1.0205 0.9572
5 C 1.9723 -0.4679 0.3546
6 C 0.8342 -0.2033 1.1008
7 C -0.4642 0.2836 0.4273
8 C -0.3683 1.5793 -0.2636
9 N 0.0218 2.5786 0.7699
10 N 0.2268 3.7831 0.3763
11 C 0.8464 4.6797 1.3588
12 C -0.2024 4.4159 -0.8735
13 C -1.0209 -0.7707 -0.4885
14 C -0.4109 -1.8801 -1.0615
15 N -1.3038 -2.5151 -1.8898
16 C -0.9928 -3.6607 -2.7081
17 C -2.5405 -1.8718 -1.8219
18 C -3.7285 -2.1658 -2.4621
19 C -4.8401 -1.3532 -2.1730
20 C -4.7349 -0.2988 -1.2425
21 C -3.5177 -0.0018 -0.6070
22 C -2.3991 -0.7785 -0.9227
23 C 0.8110 -0.4754 2.4653
24 C 1.9105 -1.0170 3.0927
25 H 6.1090 -2.1045 3.1816
26 H 5.3631 -2.6727 1.6467
27 H 5.7441 -0.9297 1.8702
28 H 3.9791 -1.2573 0.3561
29 H 1.9546 -0.3034 -0.7258
30 H -1.1858 0.3905 1.2533
31 H 0.3802 1.5233 -1.0821
32 H -1.3492 1.8413 -0.7233
33 H 0.3580 5.6515 1.2536
34 H 0.7160 4.2888 2.3722
35 H 1.9196 4.7961 1.1638
36 H -0.3366 5.4744 -0.6059
37 H 0.5771 4.3361 -1.6505
38 H -1.1458 3.9853 -1.2411
39 H 0.6065 -2.2464 -0.9433
40 H -1.8284 -3.8365 -3.3917
41 H -0.0702 -3.4696 -3.2760
42 H -0.8348 -4.5563 -2.0896
43 H -3.7699 -2.9996 -3.1586
44 H -5.7926 -1.5506 -2.6694
45 H -5.6268 0.2923 -1.0221
46 H -3.4377 0.8118 0.1206
47 H -0.1047 -0.2779 3.0297
48 H 1.8987 -1.2464 4.1529

Values from the calculation:
LUMO level (eV): -5.20
Multiplicity: 1
SMILES: COc1ccc([C@@H](CN=[N+](C)C)c2cn(C)c3ccccc23)cc1
Molar mass (g/mol): 322.4
Charge: +1
Orbital gap (eV): 5.0
Relative energy (zero: lowest compared OMol25 entry of this formula, charge and spin) (kcal/mol): 28.4
E_HOMO (eV): -10.17



3.
A structure of composition C20H24N3O3 at a distorted geometry, computed with wB97M-V/def2-TZVPD.

Atoms and positions in Å:
1 C -6.9350 -1.2198 -1.4941
2 C -5.7310 -0.3665 -0.9902
3 H -6.1415 0.4309 -0.2747
4 H -5.3249 0.1830 -1.8034
5 O -4.9274 -1.3984 -0.5094
6 C -3.9303 -0.7835 0.3316
7 C -3.6455 0.5172 0.5435
8 C -2.4369 1.0666 0.9540
9 C -1.6496 0.1230 1.5728
10 C -1.8649 -1.2931 1.5633
11 C -3.0893 -1.4599 0.8993
12 O -3.4233 -2.8688 0.6826
13 H -4.1180 -3.2564 0.1691
14 H -1.2584 -1.9084 2.0668
15 H -0.7284 0.3842 2.0898
16 C -2.1046 2.4602 1.2234
17 H -1.3284 2.5431 1.9829
18 H -2.9412 3.0938 1.2394
19 N -1.2008 2.9340 -0.2633
20 C -0.3587 1.8809 -0.4747
21 N -0.6742 0.9206 -1.5704
22 C 0.3493 0.2331 -1.4094
23 C 1.4456 0.7067 -0.6570
24 N 0.8571 1.7443 0.0954
25 C 1.5501 2.6756 0.6847
26 H 0.9526 2.7231 1.7436
27 H 2.4277 1.7832 1.3114
28 H 1.9296 3.6184 0.4779
29 C 2.7055 0.0247 -0.3733
30 C 2.9820 -1.3584 -0.2581
31 C 4.2068 -1.7470 -0.1835
32 C 5.3005 -1.0638 -0.2256
33 C 5.2065 0.3758 -0.2519
34 C 3.8936 0.7452 -0.4831
35 H 3.7936 1.8693 -0.6295
36 H 6.0703 1.1975 -0.2347
37 O 6.5322 -1.6615 -0.0750
38 C 7.6970 -0.8954 0.3892
39 H 7.6775 -0.1444 0.9570
40 H 8.3802 -1.5092 0.3820
41 H 7.9472 -0.4774 -0.6670
42 H 4.1921 -2.8468 0.2330
43 H 1.9813 -2.0015 -0.3219
44 H 0.4505 -0.8307 -2.2144
45 H -2.1035 2.8431 -1.0308
46 H -0.7479 3.7073 -0.1697
47 H -4.1106 1.2801 -0.0320
48 H -6.4371 -2.0616 -2.2641
49 H -7.6913 -0.4980 -2.1778
50 H -7.6105 -1.7209 -0.7449

Values from the calculation:
LUMO level (eV): -3.30
Multiplicity: 1
Molar mass (g/mol): 354.4
Charge: +1
Orbital gap (eV): 7.3
Relative energy (zero: lowest compared OMol25 entry of this formula, charge and spin) (kcal/mol): 349.9
E_HOMO (eV): -10.65



4.
A cluster of 2 separate species, C20H24N3O5 in total at a distorted geometry, computed with wB97M-V/def2-TZVPD.

Atoms and positions in Å:
1 C -2.4635 -0.8115 2.3646
2 C -1.4317 0.2741 2.1733
3 C -0.1891 0.1737 2.8943
4 C 1.0091 0.3821 2.1054
5 C 2.1299 -0.6198 2.3446
6 O 1.1589 1.2953 1.2716
7 O -1.6989 1.2053 1.3797
8 H -1.9849 -1.7955 2.3424
9 H -2.9802 -0.6742 3.3220
10 H -3.2004 -0.7599 1.5574
11 H -0.1360 -0.5125 3.7639
12 H 1.7048 -1.6390 2.3106
13 H 2.8915 -0.5166 1.5539
14 H 2.5996 -0.4397 3.3289
15 C -5.4453 4.4969 5.7484
16 N -4.3856 5.3650 5.2598
17 C -4.8529 6.6487 4.7706
18 C -3.1712 4.8254 4.8235
19 C -3.1319 3.9069 3.7575
20 C -1.9248 3.4474 3.2854
21 C -0.7298 3.7018 3.9748
22 C 0.5517 3.2193 3.4935
23 C 1.2688 3.8194 2.5055
24 C 2.6691 3.4108 2.2742
25 O 3.3242 2.7859 3.1125
26 N 3.2245 3.7085 1.0186
27 C 4.6338 3.4566 0.8236
28 C 2.5906 4.4327 0.0028
29 O 3.1225 4.7237 -1.0671
30 N 1.2644 4.8045 0.2726
31 C 0.6934 5.6631 -0.7460
32 C 0.5826 4.6619 1.4956
33 O -0.5303 5.1693 1.6391
34 C -0.7931 4.4585 5.1506
35 C -1.9583 5.1089 5.4993
36 H -5.0531 3.5592 6.1708
37 H -6.0031 5.0329 6.5283
38 H -6.1471 4.2568 4.9338
39 H -4.0105 7.2530 4.4038
40 H -5.5689 6.4915 3.9448
41 H -5.3662 7.1718 5.5901
42 H -4.0668 3.6201 3.2775
43 H -1.8960 2.8655 2.3629
44 H 0.9539 2.3088 3.9591
45 H 4.8910 3.7928 -0.1781
46 H 5.2138 4.0167 1.5647
47 H 4.8739 2.3957 0.9277
48 H -0.3233 5.9365 -0.4606
49 H 1.3139 6.5663 -0.8376
50 H 0.6982 5.1538 -1.7172
51 H 0.1302 4.5634 5.7258
52 H -1.9650 5.8264 6.3192

Values from the calculation:
LUMO level (eV): 2.79
Multiplicity: 1
Molar mass (g/mol): 386.4
Charge: -1
Orbital gap (eV): 6.6
E_HOMO (eV): -3.81